Entry 1:
{"formula": "C40H36BrCdCl6N5O6", "method": "the ωB97M-V functional and the def2-TZVPD basis", "homo_lumo_gap_ev": 5.2, "charge": -2, "lumo_ev": 3.645, "symbols": ["Cd", "O", "C", "C", "C", "C", "C", "C", "C", "O", "N", "N", "C", "C", "Br", "C", "C", "C", "C", "C", "C", "C", "H", "H", "H", "H", "H", "H", "H", "H", "H", "H", "H", "H", "H", "H", "N", "C", "C", "C", "C", "N", "H", "H", "H", "H", "H", "H", "H", "H", "H", "H", "H", "H", "Cl", "C", "C", "Cl", "C", "Cl", "C", "O", "C", "O", "C", "Cl", "Cl", "C", "C", "C", "C", "C", "Cl", "C", "N", "C", "C", "C", "C", "C", "C", "C", "C", "O", "O", "H", "H", "H", "H", "H", "H", "H", "H", "H", "H"], "xyz": [[-1.705, -1.611, 0.494], [0.495, -4.739, -1.415], [1.759, -4.349, -1.612], [2.712, -5.271, -2.050], [4.035, -4.885, -2.218], [4.435, -3.581, -1.947], [3.477, -2.665, -1.521], [2.146, -3.021, -1.372], [1.096, -2.021, -0.920], [0.141, -2.599, -0.149], [0.567, -1.427, -2.181], [-0.328, -0.471, -2.162], [-0.598, 0.111, -3.278], [-1.522, 1.220, -3.426], [-3.048, 1.258, -2.298], [-1.442, 2.170, -4.368], [-0.307, 2.437, -5.270], [1.021, 2.090, -4.990], [2.043, 2.410, -5.872], [1.775, 3.090, -7.054], [0.467, 3.461, -7.336], [-0.553, 3.141, -6.454], [0.066, -3.987, -0.888], [2.392, -6.288, -2.241], [4.764, -5.616, -2.550], [5.471, -3.286, -2.056], [3.762, -1.640, -1.302], [1.602, -1.196, -0.403], [1.007, -1.676, -3.060], [-0.101, -0.209, -4.196], [-2.294, 2.828, -4.488], [1.255, 1.593, -4.058], [3.060, 2.130, -5.628], [2.577, 3.339, -7.738], [0.239, 3.999, -8.249], [-1.573, 3.435, -6.680], [1.097, 0.838, 0.231], [1.017, 2.178, -0.331], [-0.417, 2.530, -0.709], [-1.296, 2.938, 0.494], [-2.655, 2.249, 0.581], [-2.572, 0.813, 0.816], [0.341, 0.649, 0.879], [1.954, 0.693, 0.750], [1.647, 2.225, -1.225], [1.391, 2.954, 0.359], [-0.862, 1.665, -1.212], [-0.382, 3.347, -1.435], [-1.497, 4.014, 0.455], [-0.745, 2.764, 1.428], [-3.167, 2.393, -0.374], [-3.256, 2.756, 1.346], [-3.441, 0.333, 0.603], [-2.372, 0.597, 1.791], [-7.285, -4.391, -2.681], [-6.253, -3.630, -1.501], [-6.707, -3.405, -0.220], [-8.316, -3.891, 0.247], [-5.860, -2.775, 0.711], [-6.417, -2.454, 2.334], [-4.568, -2.359, 0.395], [-3.799, -1.747, 1.247], [-4.077, -2.621, -0.949], [-2.877, -2.256, -1.263], [-4.949, -3.234, -1.854], [-4.356, -3.500, -3.471], [-1.752, 2.285, 4.028], [-0.357, 2.864, 4.887], [-0.418, 4.112, 5.467], [0.649, 4.590, 6.218], [1.732, 3.755, 6.424], [1.779, 2.495, 5.845], [3.078, 1.450, 6.363], [0.785, 2.032, 4.966], [0.815, 0.863, 4.275], [1.948, 0.171, 3.788], [3.078, 0.847, 3.348], [4.161, 0.151, 2.832], [4.108, -1.232, 2.739], [2.961, -1.898, 3.155], [1.866, -1.217, 3.675], [0.623, -1.969, 4.070], [-0.453, -1.823, 3.000], [-0.995, -2.832, 2.537], [-0.685, -0.629, 2.614], [-1.312, 4.705, 5.321], [0.620, 5.578, 6.656], [2.552, 4.051, 7.066], [-0.025, 0.574, 3.773], [3.094, 1.931, 3.386], [5.032, 0.694, 2.486], [4.944, -1.791, 2.338], [2.893, -2.974, 3.049], [0.229, -1.599, 5.021], [0.837, -3.030, 4.170]]}

Entry 2:
{"formula": "C40H36Cl2N6O14", "method": "the ωB97M-V functional and the def2-TZVPD basis", "homo_lumo_gap_ev": 8.5, "charge": 0, "lumo_ev": -1.173, "symbols": ["C", "C", "O", "N", "C", "C", "C", "C", "Cl", "C", "C", "Cl", "C", "O", "O", "C", "O", "H", "H", "H", "H", "H", "H", "H", "H", "H", "H", "H", "O", "N", "O", "C", "C", "C", "C", "C", "C", "H", "H", "H", "H", "H", "O", "N", "O", "C", "C", "C", "C", "C", "C", "H", "H", "H", "H", "H", "O", "N", "O", "C", "C", "C", "C", "C", "C", "H", "H", "H", "H", "H", "O", "N", "O", "C", "C", "C", "C", "C", "C", "H", "H", "H", "H", "H", "O", "N", "O", "C", "C", "C", "C", "C", "C", "H", "H", "H", "H", "H"], "xyz": [[-0.166, -4.279, 1.727], [0.711, -2.961, 1.742], [1.751, -2.979, 1.060], [0.254, -1.717, 2.483], [1.393, -1.087, 3.162], [-0.472, -1.024, 1.472], [-1.903, -0.977, 1.380], [-3.022, -1.471, 2.357], [-2.419, -2.015, 4.046], [-4.204, -2.377, 1.839], [-5.211, -2.605, 3.097], [-3.561, -3.958, 1.231], [-2.162, -0.400, -0.042], [-3.005, -0.930, -0.777], [-1.029, 0.239, -0.573], [0.004, -0.041, 0.344], [0.894, 0.784, 0.518], [-1.043, -4.076, 2.440], [-0.654, -4.411, 0.700], [0.401, -5.211, 2.058], [1.003, -0.780, 4.205], [1.850, -0.209, 2.611], [2.183, -1.881, 3.374], [-3.549, -0.482, 2.673], [-4.814, -1.837, 1.062], [-6.272, -2.797, 2.745], [-5.235, -1.647, 3.730], [-4.876, -3.440, 3.781], [0.135, -6.840, 3.767], [0.797, -7.559, 4.499], [0.727, -7.555, 5.716], [1.742, -8.486, 3.873], [1.879, -8.496, 2.488], [2.794, -9.360, 1.900], [3.560, -10.209, 2.693], [3.411, -10.201, 4.076], [2.500, -9.338, 4.673], [1.288, -7.840, 1.859], [2.914, -9.371, 0.822], [4.278, -10.879, 2.231], [4.008, -10.866, 4.689], [2.395, -9.338, 5.752], [-3.496, 1.201, -7.951], [-3.128, 0.313, -7.198], [-3.099, -0.871, -7.490], [-2.697, 0.695, -5.852], [-2.751, 2.033, -5.468], [-2.363, 2.388, -4.181], [-1.922, 1.414, -3.291], [-1.861, 0.081, -3.685], [-2.250, -0.284, -4.969], [-3.093, 2.801, -6.152], [-2.407, 3.426, -3.869], [-1.626, 1.695, -2.287], [-1.515, -0.674, -2.989], [-2.201, -1.326, -5.263], [-3.344, 2.953, 3.998], [-2.369, 2.223, 4.041], [-2.123, 1.351, 3.220], [-1.433, 2.400, 5.151], [-1.698, 3.357, 6.127], [-0.818, 3.504, 7.193], [0.317, 2.702, 7.275], [0.579, 1.755, 6.290], [-0.297, 1.600, 5.223], [-2.578, 3.987, 6.074], [-1.017, 4.242, 7.962], [0.999, 2.816, 8.111], [1.467, 1.135, 6.357], [-0.084, 0.857, 4.464], [5.394, 2.359, -3.815], [4.971, 2.662, -4.919], [5.665, 3.080, -5.832], [3.535, 2.519, -5.162], [2.703, 2.081, -4.134], [1.337, 1.970, -4.362], [0.811, 2.291, -5.609], [1.649, 2.718, -6.635], [3.016, 2.835, -6.415], [3.102, 1.828, -3.158], [0.681, 1.637, -3.567], [-0.255, 2.209, -5.782], [1.233, 2.964, -7.607], [3.658, 3.171, -7.221], [-0.005, 4.383, -3.463], [-0.006, 5.240, -2.593], [-0.715, 5.216, -1.601], [0.903, 6.375, -2.757], [1.701, 6.455, -3.896], [2.546, 7.546, -4.060], [2.593, 8.543, -3.090], [1.800, 8.451, -1.950], [0.950, 7.365, -1.779], [1.673, 5.684, -4.658], [3.167, 7.622, -4.945], [3.250, 9.397, -3.224], [1.842, 9.230, -1.197], [0.335, 7.306, -0.889]]}

Entry 3:
{"formula": "C40H36Cl3F3Ge2LuO3PSb", "method": "the ωB97M-V functional and the def2-TZVPD basis", "homo_lumo_gap_ev": [5.7, 7.9], "charge": 0, "multiplicity": 2, "lumo_ev": [0.002, -0.101], "symbols": ["Lu", "C", "Ge", "C", "C", "C", "C", "C", "C", "C", "C", "C", "C", "C", "C", "C", "C", "C", "C", "C", "C", "H", "H", "H", "H", "H", "H", "H", "H", "H", "H", "H", "H", "H", "H", "H", "F", "C", "C", "C", "C", "C", "C", "Sb", "C", "C", "C", "C", "F", "C", "C", "C", "C", "C", "C", "F", "C", "C", "H", "H", "H", "H", "H", "H", "H", "H", "H", "H", "H", "H", "C", "O", "P", "O", "C", "O", "C", "H", "H", "H", "H", "H", "H", "H", "H", "H", "Cl", "Ge", "Cl", "Cl"], "xyz": [[-1.890, -0.641, 1.222], [-1.619, 0.803, -0.510], [-1.855, -0.452, -1.891], [-0.320, -0.631, -3.101], [0.880, -0.167, -2.641], [1.999, -0.150, -3.416], [1.973, -0.604, -4.748], [0.768, -1.082, -5.221], [-0.371, -1.142, -4.416], [-2.107, -2.090, -0.929], [-3.213, -2.276, -0.007], [-3.133, -3.275, 1.017], [-1.915, -3.908, 1.234], [-1.070, -4.043, 0.095], [-1.168, -3.168, -0.945], [-3.439, -0.242, -3.122], [-3.829, 0.986, -3.610], [-4.982, 0.993, -4.505], [-5.630, -0.145, -4.844], [-5.253, -1.398, -4.306], [-4.179, -1.422, -3.455], [0.954, 0.294, -1.647], [2.996, 0.149, -3.011], [2.851, -0.715, -5.361], [0.719, -1.418, -6.274], [-1.295, -1.440, -4.931], [-4.184, -1.768, -0.202], [-3.961, -3.415, 1.671], [-1.755, -4.635, 2.041], [-0.290, -4.750, 0.054], [-0.514, -3.417, -1.835], [-3.201, 1.860, -3.295], [-5.389, 1.943, -4.903], [-6.474, -0.083, -5.530], [-5.839, -2.266, -4.484], [-3.889, -2.336, -2.899], [6.242, 1.373, -2.411], [5.287, 1.082, -1.510], [4.246, 1.999, -1.381], [3.189, 1.646, -0.575], [3.221, 0.464, 0.157], [4.347, -0.393, 0.115], [5.366, -0.073, -0.754], [1.538, 0.013, 1.396], [2.279, 1.188, 3.118], [3.371, 2.031, 2.947], [3.870, 2.795, 4.061], [3.256, 2.591, 5.262], [3.702, 3.284, 6.340], [2.176, 1.782, 5.450], [1.698, 1.051, 4.396], [2.402, -1.873, 1.994], [2.228, -3.067, 1.304], [2.881, -4.268, 1.653], [3.634, -4.251, 2.773], [4.372, -5.288, 3.111], [3.770, -3.101, 3.568], [3.091, -1.945, 3.227], [4.299, 2.912, -1.924], [2.353, 2.378, -0.643], [4.427, -1.276, 0.759], [6.176, -0.772, -0.952], [3.853, 2.099, 1.996], [4.654, 3.466, 3.893], [1.713, 1.795, 6.374], [0.767, 0.470, 4.501], [1.566, -3.097, 0.455], [2.790, -5.183, 1.103], [4.376, -3.108, 4.485], [3.252, -1.083, 3.856], [-1.449, 3.345, 2.582], [-1.484, 2.327, 1.575], [-1.811, 2.281, 0.008], [-3.216, 3.073, -0.301], [-4.572, 2.545, -0.089], [-0.833, 3.412, -0.551], [-0.827, 3.606, -1.966], [-1.465, 4.397, 2.022], [-0.494, 3.216, 3.143], [-2.219, 3.316, 3.291], [-4.835, 2.483, 0.970], [-4.653, 1.592, -0.538], [-5.296, 3.286, -0.543], [-0.237, 4.562, -2.131], [-1.805, 3.761, -2.360], [-0.301, 2.793, -2.447], [-2.945, 1.639, 5.717], [-3.299, -0.430, 5.047], [-1.095, -1.061, 4.395], [-3.932, 0.268, 2.737]]}

Entry 4:
{"formula": "C40H36ClMgN3Si2", "method": "the ωB97M-V functional and the def2-TZVPD basis", "homo_lumo_gap_ev": [5.2, 6.0], "charge": 0, "lumo_ev": [-0.966, -0.437], "symbols": ["C", "C", "C", "H", "C", "C", "H", "H", "H", "H", "Mg", "Si", "C", "C", "H", "C", "H", "C", "H", "C", "H", "C", "H", "C", "C", "H", "C", "H", "C", "H", "C", "H", "C", "H", "H", "Si", "C", "C", "H", "C", "H", "C", "H", "C", "H", "C", "H", "C", "C", "H", "C", "H", "C", "H", "C", "H", "C", "H", "H", "Cl", "C", "C", "C", "C", "C", "C", "N", "N", "C", "C", "C", "C", "C", "N", "H", "H", "H", "H", "H", "H", "H", "H", "H"], "xyz": [[-1.496, -0.259, 4.311], [-2.306, 0.160, 3.221], [-2.377, -0.908, 2.304], [-2.861, 1.096, 3.155], [-1.595, -1.985, 2.768], [-1.104, -1.614, 4.058], [-0.707, -2.305, 4.790], [-1.370, 0.282, 5.251], [-3.054, -0.939, 1.459], [-1.554, -2.974, 2.324], [0.358, -0.317, 2.988], [0.783, -0.073, -3.515], [0.617, 1.459, -4.538], [1.749, 1.829, -5.297], [2.700, 1.302, -5.116], [1.669, 2.863, -6.243], [2.553, 3.137, -6.852], [0.460, 3.588, -6.364], [0.394, 4.413, -7.093], [-0.654, 3.274, -5.553], [-1.566, 3.900, -5.593], [-0.591, 2.173, -4.675], [-1.477, 1.923, -4.070], [0.986, -1.490, -4.778], [0.266, -1.471, -5.990], [-0.272, -0.551, -6.262], [0.239, -2.584, -6.858], [-0.423, -2.600, -7.726], [1.045, -3.689, -6.576], [1.001, -4.582, -7.212], [1.895, -3.664, -5.460], [2.565, -4.507, -5.272], [1.863, -2.567, -4.559], [2.535, -2.511, -3.687], [-0.626, -0.179, -3.132], [0.385, 0.105, -0.571], [-0.456, -1.538, -0.739], [-1.617, -1.601, -1.569], [-1.939, -0.752, -2.192], [-2.321, -2.792, -1.709], [-3.171, -2.837, -2.402], [-1.882, -3.928, -1.005], [-2.464, -4.855, -1.067], [-0.681, -3.908, -0.268], [-0.298, -4.834, 0.171], [0.052, -2.727, -0.167], [1.027, -2.699, 0.339], [-0.845, 1.501, -0.689], [-2.237, 1.401, -0.394], [-2.638, 0.507, 0.092], [-3.095, 2.442, -0.757], [-4.167, 2.380, -0.515], [-2.588, 3.529, -1.489], [-3.253, 4.338, -1.790], [-1.223, 3.630, -1.819], [-0.869, 4.444, -2.464], [-0.351, 2.643, -1.376], [0.715, 2.712, -1.593], [1.817, -0.035, -2.390], [2.269, 0.366, 0.515], [2.255, -2.845, 7.735], [2.318, -1.466, 8.029], [2.202, -0.518, 7.002], [1.907, -0.980, 5.715], [1.863, -2.364, 5.403], [2.063, -3.304, 6.417], [1.645, -0.053, 4.707], [1.755, 1.180, 5.179], [1.152, 2.124, 4.386], [1.119, 3.457, 4.829], [0.371, 4.389, 4.118], [-0.265, 3.992, 2.925], [-0.143, 2.666, 2.532], [0.539, 1.735, 3.231], [2.336, -3.582, 8.538], [2.491, -1.083, 9.037], [2.314, 0.571, 7.127], [1.654, -2.666, 4.366], [2.097, -4.381, 6.179], [1.680, 3.610, 5.753], [0.231, 5.393, 4.532], [-0.829, 4.691, 2.317], [-0.569, 2.308, 1.580]]}